{"formula": "C34H43N3P2S2Si2Ti", "method": "ωB97M-V with the def2-TZVPD basis set", "elements": ["Ti", "C", "Si", "C", "C", "N", "P", "C", "P", "N", "Si", "C", "C", "C", "C", "C", "C", "C", "C", "C", "C", "C", "C", "C", "C", "C", "C", "C", "C", "C", "C", "C", "C", "C", "C", "C", "C", "C", "H", "H", "H", "H", "H", "H", "H", "H", "H", "H", "H", "H", "H", "H", "H", "H", "H", "H", "H", "H", "H", "H", "H", "H", "H", "H", "H", "H", "H", "H", "H", "H", "H", "H", "H", "H", "H", "H", "S", "C", "N", "C", "C", "S", "H", "H", "H", "H", "H"], "xyz": [[-0.9346, 0.6130, 0.8595], [-3.8267, -2.3003, 1.9980], [-2.2564, -1.7674, 2.8067], [-1.4082, -3.1601, 3.6679], [-2.5280, -0.2883, 3.9096], [-1.1535, -1.1065, 1.5363], [-0.4544, -1.8439, 0.2036], [-0.3248, -0.4414, -0.8102], [0.9521, 0.7122, -0.9376], [0.6846, 1.5586, 0.4745], [1.7516, 2.4142, 1.6264], [2.1182, 4.1146, 1.0103], [3.2958, 1.4687, 1.9818], [0.6532, 2.4356, 3.1344], [2.6811, 0.3182, -1.1676], [3.4990, 1.3824, -1.5688], [4.8611, 1.1905, -1.7170], [5.4143, -0.0636, -1.4853], [4.6034, -1.1271, -1.1178], [3.2377, -0.9400, -0.9584], [0.5768, 1.8089, -2.3127], [0.5373, 3.1897, -2.1475], [0.3203, 4.0169, -3.2446], [0.1297, 3.4600, -4.5007], [0.1623, 2.0789, -4.6668], [0.3926, 1.2533, -3.5782], [-1.5690, -3.0359, -0.5117], [-1.6347, -4.3461, -0.0282], [-2.5704, -5.2256, -0.5468], [-3.4424, -4.8013, -1.5414], [-3.3818, -3.4998, -2.0211], [-2.4458, -2.6146, -1.5109], [1.0023, -2.6975, 0.7788], [1.6841, -2.2244, 1.9005], [2.8553, -2.8406, 2.3088], [3.3466, -3.9337, 1.6049], [2.6706, -4.4109, 0.4890], [1.5012, -3.7938, 0.0718], [-4.6215, -2.3445, 2.7475], [-3.7319, -3.2930, 1.5529], [-4.1419, -1.6064, 1.2154], [-2.1341, -3.6878, 4.2925], [-0.5946, -2.8176, 4.3106], [-0.9977, -3.8841, 2.9605], [-2.6171, -0.5839, 4.9575], [-3.4480, 0.2412, 3.6493], [-1.6972, 0.4233, 3.8668], [2.6418, 4.0988, 0.0514], [2.7750, 4.6189, 1.7248], [1.2173, 4.7244, 0.9082], [4.0659, 1.6353, 1.2260], [3.1183, 0.3923, 2.0438], [3.6920, 1.8043, 2.9444], [-0.3460, 2.8342, 2.9224], [1.0621, 3.0508, 3.9393], [0.5538, 1.4245, 3.5478], [3.0752, 2.3573, -1.7752], [5.4898, 2.0132, -2.0306], [6.4793, -0.2125, -1.6065], [5.0311, -2.1085, -0.9609], [2.6175, -1.7771, -0.6870], [0.7288, 3.6228, -1.1720], [0.3260, 5.0931, -3.1228], [-0.0289, 4.1020, -5.3576], [0.0215, 1.6490, -5.6496], [0.4276, 0.1782, -3.7131], [-0.9680, -4.6824, 0.7551], [-2.6169, -6.2416, -0.1781], [-4.1724, -5.4905, -1.9451], [-4.0601, -3.1771, -2.7993], [-2.3868, -1.6005, -1.8851], [1.2976, -1.3849, 2.4634], [3.3826, -2.4761, 3.1808], [4.2566, -4.4200, 1.9322], [3.0520, -5.2648, -0.0551], [0.9914, -4.1552, -0.8124], [-3.2378, 1.4054, 0.5514], [-3.4778, 2.6444, -0.6048], [-2.5768, 3.4187, -1.1512], [-3.0277, 4.3349, -2.2068], [-4.5524, 4.4233, -2.0756], [-5.0762, 2.9557, -1.1317], [-1.5915, 3.2574, -0.9907], [-2.7227, 3.9402, -3.1752], [-2.5623, 5.3071, -2.0611], [-5.0398, 4.3929, -3.0455], [-4.8756, 5.3119, -1.5401]], "forces_ev_per_a": [[-0.3, -0.7, -1.5], [-0.1, -0.1, -0.1], [0.1, 0.3, 0.0], [0.1, -0.1, 0.1], [-0.1, 0.1, 0.1], [0.1, -0.4, 0.3], [-0.5, 0.2, 0.0], [0.2, 0.5, 1.3], [-0.2, 0.3, 0.0], [0.5, 0.3, -0.1], [-0.3, -0.1, 0.1], [0.1, 0.2, -0.1], [0.2, -0.1, -0.1], [-0.1, 0.0, 0.1], [0.1, -0.1, -0.1], [0.0, -0.1, 0.0], [0.0, 0.0, 0.0], [0.0, 0.0, 0.0], [0.0, 0.0, 0.0], [0.0, 0.1, 0.0], [-0.1, 0.0, -0.1], [0.1, 0.1, 0.0], [0.0, 0.0, 0.0], [0.0, 0.0, 0.0], [0.0, 0.0, 0.0], [-0.1, 0.0, 0.0], [0.0, -0.1, 0.0], [-0.1, 0.0, 0.0], [0.0, 0.0, 0.0], [0.0, 0.0, 0.0], [0.0, 0.0, 0.0], [0.0, -0.1, 0.0], [0.1, -0.1, -0.1], [0.0, 0.0, 0.0], [0.0, 0.0, 0.0], [0.0, 0.0, 0.0], [0.0, 0.0, 0.0], [0.1, 0.0, 0.0], [0.0, 0.0, 0.0], [0.0, 0.0, 0.0], [0.0, 0.0, 0.0], [0.0, 0.0, 0.0], [0.0, 0.0, 0.0], [0.0, 0.0, 0.0], [0.0, 0.0, 0.0], [0.0, 0.0, 0.0], [0.0, 0.0, 0.0], [0.0, 0.0, 0.0], [0.0, 0.0, 0.0], [0.0, 0.0, 0.0], [0.0, 0.0, 0.0], [0.0, 0.0, 0.0], [0.0, 0.0, 0.0], [0.0, 0.0, 0.0], [0.0, 0.0, 0.0], [0.0, 0.0, 0.0], [0.0, 0.0, 0.0], [0.0, 0.0, 0.0], [0.0, 0.0, 0.0], [0.0, 0.0, 0.0], [0.0, 0.0, 0.0], [0.0, 0.0, 0.0], [0.0, 0.0, 0.0], [0.0, 0.0, 0.0], [0.0, 0.0, 0.0], [0.0, 0.0, 0.0], [0.0, 0.0, 0.0], [0.0, 0.0, 0.0], [0.0, 0.0, 0.0], [0.0, 0.0, 0.0], [0.0, 0.0, 0.0], [0.0, 0.0, 0.0], [0.0, 0.0, 0.0], [0.0, 0.0, 0.0], [0.0, 0.0, 0.0], [0.0, 0.0, 0.0], [0.1, 0.0, 0.1], [0.0, -0.1, 0.1], [0.1, 0.0, -0.1], [0.0, 0.0, 0.1], [0.0, 0.0, 0.0], [-0.1, 0.0, 0.0], [0.1, 0.1, 0.0], [0.0, -0.1, 0.0], [0.0, 0.0, 0.0], [0.0, 0.1, 0.0], [0.0, 0.0, 0.0]], "lowdin_charge": [0.6807, -0.1504, 0.3890, -0.1508, -0.1590, -0.3514, 0.7699, -0.3904, 0.7560, -0.3512, 0.3735, -0.1644, -0.1428, -0.1721, -0.2854, -0.0827, -0.0501, -0.0402, -0.0421, -0.0547, -0.3183, -0.1225, -0.0726, -0.0559, -0.0444, -0.0554, -0.3103, -0.0940, -0.0506, -0.0422, -0.0497, -0.0706, -0.3300, -0.0922, -0.0483, -0.0408, -0.0460, -0.0906, 0.0538, 0.0328, 0.0269, 0.0534, 0.0439, 0.0234, 0.0508, 0.0368, 0.0081, 0.0301, 0.0537, 0.0410, 0.0367, 0.0227, 0.0543, 0.0354, 0.0547, 0.0280, 0.1027, 0.1193, 0.1197, 0.1150, 0.0723, 0.0763, 0.1178, 0.1183, 0.1183, 0.1192, 0.1024, 0.1194, 0.1191, 0.1153, 0.0956, 0.0965, 0.1189, 0.1201, 0.1206, 0.1199, 0.6739, -1.0447, -0.0099, -0.1723, -0.3608, 1.0283, 0.1087, 0.1230, 0.1326, 0.0906, 0.0907], "homo_lumo_gap_ev": 8.02, "total_charge": 2}


{"formula": "C34H43N6O7PS2", "method": "ωB97M-V with the def2-TZVPD basis set", "elements": ["C", "C", "O", "C", "C", "O", "C", "C", "O", "C", "C", "C", "P", "O", "O", "S", "C", "O", "C", "N", "C", "S", "C", "C", "O", "H", "H", "H", "H", "H", "H", "H", "H", "H", "H", "H", "H", "H", "H", "H", "H", "H", "H", "N", "C", "C", "C", "C", "H", "H", "H", "H", "H", "N", "C", "C", "C", "C", "H", "H", "H", "H", "H", "N", "C", "C", "C", "C", "H", "H", "H", "H", "H", "N", "C", "C", "C", "C", "H", "H", "H", "H", "H", "N", "C", "C", "C", "C", "H", "H", "H", "H", "H"], "xyz": [[2.7182, -5.0986, 2.4706], [2.5910, -5.2301, 0.9440], [2.5746, -3.9587, 0.3029], [1.2298, -3.5088, 0.1784], [1.1717, -2.0620, -0.2908], [0.0097, -1.4349, 0.2134], [0.1470, -0.8593, 1.4911], [-0.8122, -1.4327, 2.5146], [-2.1040, -1.5855, 1.9564], [-3.0669, -1.9579, 2.9178], [-4.2724, -2.4864, 2.2238], [-4.2879, -3.4195, 1.2603], [-2.8789, -4.4505, 0.7783], [-1.8685, -3.6708, -0.1482], [-3.5864, -5.5366, -0.1513], [-2.0655, -5.3210, 2.3059], [-5.5916, -3.6812, 0.5807], [-5.6813, -3.8927, -0.5924], [-6.7833, -3.6249, 1.4879], [-7.8531, -4.5084, 1.1995], [-7.6094, -5.7036, 1.2089], [-7.2957, -7.2140, 1.2098], [-6.7757, -2.7447, 2.4852], [-5.5914, -1.8841, 2.6304], [-5.6594, -0.7477, 3.0278], [3.7527, -5.2256, 2.7776], [2.3595, -4.1286, 2.8041], [2.1397, -5.8812, 2.9595], [1.6810, -5.7852, 0.7160], [3.4628, -5.7629, 0.5723], [0.6657, -4.1686, -0.4826], [0.7479, -3.5546, 1.1609], [2.0814, -1.5218, -0.0286], [1.0895, -2.0347, -1.3769], [0.0183, 0.2227, 1.4117], [1.1545, -1.0189, 1.8874], [-0.4514, -2.3856, 2.9113], [-0.8627, -0.7119, 3.3392], [-3.3653, -1.0597, 3.4681], [-2.7066, -2.6789, 3.6592], [-2.1508, -2.7536, -0.2715], [-3.0386, -6.3342, -0.0900], [-7.6084, -2.6533, 3.1660], [-2.7523, -1.0667, -2.2846], [-1.8821, -0.0369, -2.0467], [-1.3187, 0.3130, -3.2406], [-1.8787, -0.5304, -4.2413], [-2.7588, -1.3744, -3.6190], [-3.3105, -1.5235, -1.5884], [-1.7362, 0.3495, -1.0520], [-0.5836, 1.0873, -3.3833], [-1.6524, -0.5233, -5.2940], [-3.3801, -2.1641, -4.0041], [3.1108, 3.0265, -1.8534], [1.8187, 2.6155, -1.6706], [1.8458, 1.2870, -1.3429], [3.2090, 0.8816, -1.3230], [3.9647, 1.9776, -1.6406], [3.3847, 3.9568, -2.1060], [0.9970, 3.3015, -1.7888], [0.9852, 0.6711, -1.1394], [3.5883, -0.1017, -1.1009], [5.0301, 2.0999, -1.7332], [6.3531, -1.0947, 2.1412], [5.5240, -1.8855, 1.3911], [4.2536, -1.7446, 1.8786], [4.3200, -0.8278, 2.9659], [5.6279, -0.4458, 3.1021], [7.3424, -1.0057, 2.0073], [5.9057, -2.4785, 0.5780], [3.3821, -2.2446, 1.4950], [3.5010, -0.4883, 3.5786], [6.1012, 0.2281, 3.7951], [3.3893, 6.6481, -3.3436], [2.6725, 6.1739, -4.4104], [1.5869, 6.9895, -4.5787], [1.6499, 7.9920, -3.5712], [2.7735, 7.7577, -2.8285], [4.2374, 6.2457, -2.9911], [2.9945, 5.3019, -4.9534], [0.8290, 6.8780, -5.3355], [0.9475, 8.7919, -3.4101], [3.1815, 8.2776, -1.9793], [-1.6630, 7.0857, -0.7751], [-1.8807, 7.2394, 0.5675], [-0.6711, 7.1437, 1.2001], [0.3147, 6.9253, 0.1977], [-0.3286, 6.8972, -1.0107], [-2.3745, 7.1071, -1.4809], [-2.8713, 7.4029, 0.9551], [-0.5091, 7.2207, 2.2620], [1.3743, 6.8030, 0.3480], [0.0462, 6.7574, -2.0076]], "forces_ev_per_a": [[0.0, -0.3, -0.3], [0.3, 0.3, 0.6], [-0.5, -0.2, -0.4], [0.3, 0.1, 0.6], [0.0, -0.4, -0.6], [-0.1, 0.2, 0.0], [0.2, 0.0, 0.2], [0.0, 0.2, 0.1], [0.1, -0.5, -0.2], [-0.1, 0.9, 0.2], [0.0, -0.4, -0.2], [0.2, 0.4, -0.2], [0.3, -0.8, 1.1], [-0.5, 0.2, -0.2], [0.2, 0.0, -0.2], [0.1, 0.3, -0.2], [0.0, 0.0, 0.5], [-0.1, -0.1, -0.6], [-0.4, 0.1, 0.1], [0.7, -0.1, 0.4], [-0.3, 0.4, -0.3], [-0.1, -0.4, 0.0], [-0.3, -0.4, -0.2], [-0.1, 0.1, -0.1], [0.0, 0.1, 0.3], [0.1, 0.2, 0.1], [0.0, 0.1, 0.1], [-0.1, 0.0, 0.1], [0.0, -0.1, -0.3], [-0.1, -0.1, -0.2], [0.0, 0.0, -0.1], [-0.1, 0.0, 0.1], [0.0, 0.0, 0.2], [0.0, 0.1, -0.1], [-0.2, 0.1, -0.1], [0.1, 0.0, 0.0], [-0.1, -0.2, -0.1], [0.1, -0.1, 0.2], [-0.1, 0.0, 0.1], [0.2, -0.3, -0.2], [0.6, 0.3, 0.0], [-0.2, -0.1, 0.0], [-0.1, 0.3, 0.0], [0.0, -0.1, 0.1], [0.0, 0.0, 0.1], [0.0, 0.1, -0.1], [0.0, -0.1, 0.0], [0.1, 0.0, 0.0], [-0.2, 0.1, -0.1], [0.0, 0.0, 0.0], [0.0, 0.0, 0.0], [0.0, 0.0, 0.0], [0.0, 0.0, 0.0], [0.0, 0.0, 0.0], [0.0, 0.1, 0.0], [0.0, 0.0, 0.1], [0.0, 0.0, 0.0], [0.0, 0.0, 0.0], [-0.1, 0.0, 0.0], [0.0, 0.0, 0.0], [0.0, 0.0, 0.0], [0.0, 0.0, 0.0], [0.0, 0.0, 0.0], [0.0, 0.0, 0.0], [0.1, 0.0, 0.0], [0.0, 0.2, 0.1], [0.0, 0.0, 0.0], [0.0, 0.0, 0.0], [0.0, 0.0, 0.0], [0.0, 0.0, 0.0], [0.1, -0.1, 0.0], [0.0, 0.0, 0.0], [0.0, 0.0, 0.0], [0.0, -0.1, 0.0], [0.0, -0.1, 0.0], [0.0, 0.0, 0.0], [0.0, 0.1, -0.1], [0.0, 0.0, 0.0], [0.1, 0.1, -0.1], [0.0, 0.0, 0.0], [0.0, 0.0, 0.0], [0.0, 0.0, 0.0], [0.0, 0.0, 0.0], [0.0, 0.0, 0.0], [0.0, 0.0, 0.0], [0.0, 0.0, 0.0], [0.0, 0.0, 0.0], [-0.1, -0.1, 0.1], [0.0, 0.0, 0.0], [0.0, 0.0, 0.0], [0.0, 0.0, 0.0], [0.0, 0.0, 0.0], [0.0, 0.0, 0.0]], "lowdin_charge": [-0.0625, -0.2492, -0.1706, -0.1901, -0.1703, -0.1612, -0.1737, -0.1759, -0.1364, -0.1760, -0.0831, -0.1416, 0.2193, -0.1661, -0.1930, 0.3241, -0.3425, 0.1526, -0.1766, 0.1254, -0.7601, 0.8183, 0.0859, -0.3258, 0.1406, 0.0689, 0.0655, 0.0695, 0.1085, 0.1145, 0.1198, 0.1081, 0.0960, 0.1360, 0.1298, 0.1245, 0.1177, 0.1344, 0.1332, 0.1264, 0.0584, 0.0754, 0.1368, 0.0077, -0.1415, -0.1066, -0.1055, -0.1349, 0.1260, 0.1082, 0.0843, 0.0886, 0.1067, 0.0037, -0.1317, -0.1017, -0.1007, -0.1383, 0.1191, 0.1070, 0.0708, 0.0822, 0.1027, 0.0010, -0.1267, -0.1099, -0.1040, -0.1436, 0.1407, 0.1091, 0.0542, 0.0860, 0.1034, -0.0004, -0.1429, -0.1102, -0.1341, -0.1402, 0.1364, 0.1067, 0.0918, 0.0965, 0.1103, 0.0044, -0.1458, -0.1145, -0.1113, -0.1404, 0.1424, 0.1034, 0.0874, 0.0851, 0.0841], "homo_lumo_gap_ev": 6.47, "smiles": "CCOCCOCCOCC1=C(P(O)(O)=S)C(=O)C(N=C=S)=CC1=O.c1cc[nH]c1.c1cc[nH]c1.c1cc[nH]c1.c1cc[nH]c1.c1cc[nH]c1"}